No. 1
{"formula": "C40H30ClN17O4Ti", "method": "wB97M-V/def2-TZVPD", "elements": ["Ti", "Cl", "O", "O", "O", "O", "N", "N", "N", "N", "N", "N", "N", "N", "N", "N", "N", "N", "N", "N", "N", "N", "N", "C", "C", "C", "C", "C", "C", "C", "C", "C", "C", "C", "C", "C", "C", "C", "C", "C", "C", "C", "C", "C", "C", "C", "C", "C", "C", "C", "C", "C", "C", "C", "C", "C", "C", "C", "C", "C", "C", "C", "C", "H", "H", "H", "H", "H", "H", "H", "H", "H", "H", "H", "H", "H", "H", "H", "H", "H", "H", "H", "H", "H", "H", "H", "H", "H", "H", "H", "H", "H", "H"], "xyz": [[-0.9037, -0.5004, -0.4103], [4.8090, 4.2235, 0.2386], [-0.4865, 1.1634, 0.2565], [0.8397, 4.8340, 2.2085], [-1.0180, 3.3313, 0.3391], [2.3283, 6.0787, 1.1432], [-0.8331, -1.7794, 2.9363], [0.4508, 0.5825, -3.0732], [1.9453, 1.8034, -0.6166], [1.4982, -2.2026, 2.6620], [0.4233, -1.3170, 0.9733], [-2.9187, -2.3802, -1.5356], [1.7191, -1.4857, 0.6268], [-4.0281, -0.7171, 2.2648], [-0.1484, -1.8393, -1.6013], [2.5033, 1.1776, 2.5444], [3.2025, 2.2631, -0.6562], [-3.5232, -0.5544, 1.1037], [-0.6354, 0.6724, -2.2811], [-2.2133, -0.9441, 1.1468], [2.3329, -2.0111, 1.6240], [-2.7167, -1.0535, -1.4947], [-3.1146, -1.2006, 3.1321], [3.3076, 3.4400, 0.0059], [6.2725, -1.8002, 2.8673], [1.2558, 2.6968, 0.0666], [-4.0913, -2.6643, -2.1377], [1.6668, 4.9147, 1.3551], [2.0617, 3.7767, 0.4828], [0.6087, 1.7326, -3.7640], [2.9224, -1.7709, -4.5084], [6.1052, 1.2019, -2.6949], [4.8625, 0.1135, 2.5688], [1.1780, -0.6308, -3.2572], [-2.2116, -6.3716, 1.2456], [6.1784, -0.1403, -2.3441], [4.2227, 1.4571, -1.2470], [-4.6672, -1.4700, -2.4974], [4.1049, -1.7106, -5.4337], [3.5545, 0.7140, 2.5813], [0.8069, -1.8222, -2.6118], [1.4431, -2.9903, -3.0484], [0.3321, -1.7615, 2.2276], [2.4729, -2.9704, -3.9667], [-3.7685, -0.4899, -2.0652], [0.2254, -3.9642, -0.3864], [5.0160, -1.2217, 2.9330], [5.2529, -0.6820, -1.4629], [5.1158, 2.0087, -2.1529], [5.9578, 0.8658, 2.1489], [7.2080, 0.2751, 2.0827], [-0.2032, 2.4559, 0.2389], [4.2659, 0.1169, -0.9037], [-1.9931, -3.2753, -0.9358], [2.2428, -0.6191, -4.1502], [-2.5027, -4.3483, -0.2125], [7.3648, -1.0579, 2.4376], [-1.1434, 1.8872, -2.4629], [-0.3917, 2.5955, -3.3981], [-0.6157, -3.0460, -1.0336], [-1.6616, -5.2508, 0.4097], [-2.0145, -1.3155, 2.4231], [-0.2822, -5.0437, 0.2997], [6.9575, -0.7638, -2.7640], [2.9347, -3.9041, -4.2643], [5.0108, -1.4785, -4.8710], [-0.5534, 3.5976, -3.7523], [-1.9816, 2.2207, -1.8724], [-3.5767, -4.4419, -0.1045], [-3.8435, 0.5818, -2.1286], [4.2580, -2.6632, -5.9403], [5.0464, 3.0556, -2.4172], [-3.1519, -6.7459, 0.8424], [1.2902, -3.7791, -0.3990], [8.3416, -1.5203, 2.3784], [2.9438, 6.0003, 0.4044], [-4.4016, -3.6832, -2.2893], [3.5263, -0.2998, -0.2310], [2.5527, 0.3073, -4.6118], [8.0609, 0.8554, 1.7566], [-2.4021, -6.0244, 2.2631], [6.8183, 1.6243, -3.3905], [-0.8028, -1.9962, 3.9179], [1.3946, 1.8664, -4.4814], [5.2962, -1.7295, -1.1950], [4.1510, -1.7924, 3.2401], [0.3986, -5.7216, 0.7995], [3.9817, -0.9362, -6.1916], [5.8203, 1.9037, 1.8769], [-5.6087, -1.3247, -2.9949], [6.3983, -2.8371, 3.1489], [1.1135, -3.9398, -2.6551], [-1.5058, -7.1991, 1.3026]], "forces_ev_per_a": [[0.34, 0.00, 0.17], [0.01, 0.00, 0.00], [-0.62, -0.19, -0.04], [-0.01, 0.00, -0.03], [-0.01, -0.09, -0.15], [-0.01, 0.06, -0.02], [0.00, 0.00, -0.05], [-0.12, -0.01, -0.18], [0.00, 0.05, 0.04], [-0.05, -0.09, 0.06], [-0.19, 0.20, 0.01], [-0.04, -0.05, -0.08], [0.10, -0.16, 0.00], [0.03, -0.01, -0.07], [-0.19, 0.15, -0.20], [0.00, 0.09, 0.04], [0.04, 0.01, -0.01], [-0.11, -0.05, -0.03], [0.22, 0.07, 0.29], [0.37, 0.04, -0.04], [-0.13, 0.09, -0.16], [-0.04, 0.13, 0.17], [-0.01, -0.03, 0.04], [-0.03, -0.05, -0.03], [0.04, 0.01, -0.01], [0.04, -0.20, -0.11], [0.05, 0.02, -0.02], [0.07, -0.05, 0.07], [-0.05, 0.12, 0.01], [0.04, -0.05, -0.03], [-0.03, 0.00, 0.07], [0.00, -0.01, 0.02], [0.04, 0.01, -0.02], [0.04, -0.04, 0.10], [0.01, 0.01, -0.02], [0.00, 0.01, -0.04], [-0.04, 0.04, 0.00], [-0.05, 0.02, -0.01], [-0.02, 0.00, 0.01], [0.00, -0.07, -0.07], [-0.01, -0.01, 0.08], [0.04, -0.03, -0.04], [0.11, 0.02, -0.03], [-0.03, 0.05, -0.01], [0.07, -0.02, -0.02], [0.02, 0.04, -0.04], [-0.03, -0.02, 0.07], [-0.04, 0.01, 0.00], [0.05, 0.02, 0.05], [-0.02, 0.00, 0.01], [0.02, 0.01, 0.00], [0.18, 0.17, 0.25], [0.02, -0.16, -0.07], [0.10, 0.03, 0.00], [0.03, -0.04, -0.10], [-0.08, -0.03, 0.00], [-0.03, -0.01, 0.00], [-0.01, -0.05, -0.06], [-0.09, 0.06, -0.01], [-0.05, -0.11, 0.11], [0.08, 0.01, -0.01], [-0.12, 0.03, -0.01], [-0.06, 0.00, 0.00], [0.00, -0.01, 0.00], [0.01, 0.00, 0.01], [0.05, 0.00, 0.00], [0.00, 0.00, 0.00], [0.00, -0.01, 0.00], [0.00, 0.00, 0.00], [-0.01, 0.00, 0.02], [0.00, 0.01, 0.00], [-0.01, -0.02, -0.02], [0.00, 0.00, 0.00], [0.01, 0.00, 0.01], [0.01, 0.01, 0.02], [-0.01, -0.03, 0.01], [-0.01, 0.00, 0.03], [0.01, 0.06, 0.02], [0.01, 0.02, 0.05], [-0.01, 0.00, -0.01], [0.00, -0.01, 0.00], [0.00, -0.01, -0.01], [0.01, 0.01, 0.00], [0.02, -0.02, 0.00], [0.01, -0.01, 0.00], [0.06, 0.02, 0.00], [0.01, 0.01, 0.00], [-0.01, -0.01, 0.00], [0.01, 0.01, -0.02], [0.01, 0.01, -0.01], [-0.01, -0.01, 0.00], [0.02, 0.00, 0.02], [-0.01, -0.01, 0.01]], "de_lowest_ev": 0.869, "largest_force_ev_per_a": 0.6, "e_lumo_ev": -0.75, "e_homo_ev": -8.1665, "homo_lumo_gap_ha": 0.273, "e_tot_ev": -111128.3227}

No. 2
{"formula": "C40H30IN7PSrTe", "method": "wB97M-V/def2-TZVPD", "elements": ["I", "Te", "Sr", "P", "N", "N", "N", "N", "N", "N", "N", "C", "C", "C", "C", "C", "C", "C", "C", "C", "C", "C", "C", "C", "C", "C", "C", "C", "C", "C", "C", "C", "C", "C", "C", "C", "C", "C", "C", "C", "C", "C", "C", "C", "C", "C", "C", "C", "C", "C", "C", "H", "H", "H", "H", "H", "H", "H", "H", "H", "H", "H", "H", "H", "H", "H", "H", "H", "H", "H", "H", "H", "H", "H", "H", "H", "H", "H", "H", "H", "H"], "xyz": [[2.3025, -0.2360, -0.2881], [-2.9892, 2.3474, 0.9688], [-0.2354, 1.5012, 1.0884], [-0.8361, -1.1831, -1.1054], [2.0733, 0.8713, 2.4516], [2.0564, -0.0425, 3.2944], [0.0784, 3.2489, 2.5681], [-2.4333, 4.3258, -1.6327], [-0.1323, 2.9713, -0.5905], [-0.7074, 5.0476, 3.4687], [-1.1577, 5.1007, 2.1969], [-5.0272, 0.0715, -2.6265], [-1.7443, 3.3316, -2.3467], [-0.1420, -4.5552, 1.0968], [-0.2562, -0.6910, 2.5958], [-1.2970, -1.5704, 2.9471], [-0.7312, 3.9628, 1.6836], [4.9358, 3.9032, 3.0790], [-1.2167, -5.3903, 0.8312], [3.7397, 1.9855, 3.9133], [-0.0854, -3.2936, 0.5251], [-2.1650, 4.3589, -0.3609], [-1.1634, -2.6012, 3.8649], [0.0566, -2.8168, 4.5124], [2.3917, -0.7912, -2.2931], [-0.6500, 2.7211, -1.8778], [-1.0935, -2.8437, -0.3266], [-2.6908, -0.2831, -3.0752], [1.1036, -1.9611, 4.2452], [-0.7117, -2.6112, -3.4574], [-3.5911, -0.8351, -0.9284], [-2.5040, -0.8136, -1.7998], [-4.8472, -0.4233, -1.3442], [3.0955, 1.8581, 2.6890], [-3.9418, 0.1481, -3.4874], [4.2812, 3.7767, 1.8617], [-0.3094, -2.9944, -4.7505], [1.7352, -1.7664, -4.4121], [3.5989, -0.4565, -2.8533], [0.0308, 3.9607, 3.6708], [3.3590, 2.7592, 1.6672], [-2.2313, -4.9526, -0.0091], [4.6595, 3.0038, 4.1028], [0.8718, -2.5337, -5.2319], [-2.1693, -3.6907, -0.5846], [0.9236, -0.9256, 3.3152], [2.9849, -1.3805, -4.9570], [1.3618, -1.4217, -3.0776], [3.8990, -0.7235, -4.2027], [-1.0459, 3.5926, 0.2334], [0.0377, -1.8023, -2.6452], [0.1714, -3.6237, 5.2264], [-1.6838, -2.9392, -3.1134], [1.1896, -2.7568, -6.2437], [-3.0764, -5.5958, -0.2229], [5.6467, 4.7048, 3.2346], [0.6449, -4.8709, 1.7699], [-2.5086, 5.2352, 0.1789], [4.4830, 4.4731, 1.0580], [0.5143, 3.7124, 4.6008], [-2.0699, 3.1626, -3.3659], [-3.4625, -1.2022, 0.0832], [4.8576, -0.4304, -4.6105], [-0.9341, 5.7860, 4.1100], [-2.0043, -3.2539, 4.0782], [-5.6762, -0.4539, -0.6488], [2.8273, 2.6753, 0.7268], [3.1992, -1.6493, -5.9847], [-4.0630, 0.5655, -4.4794], [4.3555, 0.0053, -2.2341], [3.5056, 1.2830, 4.7017], [-0.0203, 2.1116, -2.5176], [-2.2669, -1.4545, 2.4651], [-1.2703, -6.3725, 1.2845], [-1.8536, -0.1993, -3.7568], [-6.0031, 0.4130, -2.9475], [-2.9781, -3.3656, -1.2262], [0.7416, -2.6379, 0.7686], [2.0566, -2.0595, 4.7546], [5.1638, 3.0972, 5.0570], [-0.9574, -3.6175, -5.3533]], "forces_ev_per_a": [[0.12, -0.26, 0.14], [-1.98, -1.06, 0.82], [1.27, -5.32, 1.01], [-0.38, -0.32, -0.21], [0.09, 0.22, 0.34], [-0.29, -0.18, 0.16], [-0.17, 1.41, 0.37], [0.17, -0.24, 0.09], [-0.03, 1.35, -1.24], [0.02, 0.10, 0.13], [-0.01, 0.00, -0.06], [0.03, -0.04, 0.00], [-0.39, 0.24, -0.13], [0.01, -0.01, -0.03], [0.17, -0.16, 0.16], [0.03, -0.03, -0.11], [0.54, 1.06, -0.80], [-0.03, -0.03, 0.00], [-0.02, 0.01, -0.01], [0.08, -0.02, 0.10], [0.03, 0.04, 0.02], [1.73, 1.64, -1.23], [0.09, -0.02, 0.06], [-0.09, -0.04, -0.04], [-0.07, 0.24, -0.57], [0.67, 0.52, 0.71], [0.12, 0.04, -0.03], [0.05, -0.05, 0.00], [0.04, -0.02, 0.05], [-0.06, -0.11, -0.16], [-0.04, -0.25, 0.02], [0.16, 0.20, 0.07], [0.01, 0.05, -0.02], [-0.10, -0.26, -0.14], [-0.03, 0.03, 0.00], [0.03, -0.01, -0.02], [-0.10, -0.01, 0.14], [0.03, -0.02, -0.13], [0.03, -0.10, -0.10], [-0.01, -0.15, -0.18], [-0.03, 0.08, -0.06], [0.02, 0.00, 0.01], [0.03, 0.00, -0.01], [0.08, 0.06, -0.01], [-0.02, 0.02, 0.02], [0.37, 0.03, 0.07], [-0.10, -0.09, -0.06], [0.02, -0.09, 0.24], [0.05, 0.02, 0.17], [-1.76, 1.56, -0.12], [0.22, 0.23, 0.14], [-0.01, -0.01, 0.00], [0.00, 0.04, -0.01], [0.03, -0.03, 0.02], [-0.01, 0.01, 0.02], [0.01, -0.01, 0.00], [0.00, 0.00, 0.00], [-0.36, -0.36, 0.29], [-0.02, 0.02, 0.01], [0.01, 0.02, 0.02], [-0.09, -0.07, 0.03], [0.02, 0.08, 0.03], [0.00, 0.00, 0.02], [0.01, -0.02, 0.00], [-0.01, 0.01, 0.01], [0.01, 0.01, 0.00], [-0.02, 0.01, 0.00], [-0.02, 0.02, -0.01], [0.00, 0.00, 0.00], [-0.02, 0.06, -0.01], [0.00, 0.02, -0.01], [-0.07, -0.14, 0.04], [0.00, 0.02, 0.01], [0.00, 0.00, 0.00], [0.00, 0.01, 0.00], [0.00, 0.02, 0.00], [0.00, 0.03, -0.02], [-0.02, -0.01, 0.00], [-0.01, 0.01, 0.00], [-0.01, 0.02, 0.00], [-0.01, 0.01, -0.01]], "de_lowest_ev": 4.129, "largest_force_ev_per_a": 5.6, "e_lumo_ev": 2.02, "e_homo_ev": -2.5118, "homo_lumo_gap_ha": 0.167, "charge": -1, "e_tot_ev": -77914.2779}